DFT (ωB97M-V with the def2-TZVPD basis set) results for a 5-piece molecular cluster, C12H15F3NO13 overall in a non-equilibrium geometry.

```
44
Properties=species:S:1:pos:R:3
C 19.21802 -22.33776 -12.89490
C 18.65618 -23.66887 -13.40036
O 18.92494 -24.19606 -14.50792
O 18.04382 -24.33234 -12.55494
H 18.66561 -21.49053 -13.30129
H 20.28632 -22.13003 -12.95547
H 18.96379 -22.23856 -11.83961
C 21.55465 -19.49831 -12.43284
C 20.50961 -18.92877 -11.52374
O 19.36397 -18.70609 -12.37550
C 19.67571 -18.86530 -13.63500
O 18.90184 -18.75649 -14.55463
O 21.01404 -19.08939 -13.71668
F 20.84094 -17.69326 -11.09924
H 21.54396 -20.58816 -12.44780
H 22.51045 -19.06921 -12.13213
H 20.34639 -19.52733 -10.62753
C 22.27024 -25.13554 -9.60749
C 21.38844 -24.75721 -10.79216
O 21.00099 -25.93502 -11.49450
C 21.70393 -26.94070 -10.95056
O 21.78388 -28.07401 -11.47966
O 22.43445 -26.55967 -9.93178
F 22.17815 -24.06046 -11.68514
H 21.69871 -25.00705 -8.68828
H 23.20827 -24.59263 -9.49151
H 20.50821 -24.13799 -10.61938
C 17.36173 -24.01553 -9.18961
C 16.23449 -24.87766 -8.59979
O 15.30776 -23.85925 -8.26367
C 15.89136 -22.69552 -8.18636
O 15.34505 -21.73183 -7.74225
O 17.22968 -22.81766 -8.54402
F 16.75267 -25.31586 -7.36538
H 17.32750 -23.88908 -10.27171
H 18.25977 -24.57056 -8.91838
H 15.75711 -25.67255 -9.17281
C 20.48357 -22.17675 -16.44779
N 21.34468 -21.37908 -17.33172
O 22.00109 -22.01518 -18.21931
O 21.36276 -20.18774 -17.19102
H 20.96577 -23.11756 -16.18231
H 19.57750 -22.36590 -17.02342
H 20.35863 -21.68348 -15.48385
```

Output
HOMO in hartree: -0.177
DFT total energy in a.u.: -1798.727343
Energy above the lowest of the compared OMol25 structures with the same formula, charge and spin in kcal per mole: 0.0
Net charge: -1
Gap between HOMO and LUMO in eV: 6.73